Formula: C48H94F15N4O12
Source: the OMol25 dataset
Level of theory: the ωB97M-V functional and the def2-TZVPD basis

Charge: -1
Kohn-Sham gap in eV: 2.9
Total energy in a.u.: -4504.447803

Each line ends with the Löwdin charge.
Positions of all 173 atoms, in Å:
C -7.7447 -4.4707 -7.4749  -0.0991
C -9.1138 -5.0433 -7.7940  -0.2482
C -9.1233 -5.5587 -9.2429  -0.1724
C -9.0887 -4.3893 -10.3010  -0.0848
N -9.4188 -4.8407 -11.7304  -0.1893
C -10.8793 -5.2991 -11.8856  -0.1116
C -11.2087 -5.1844 -13.3544  -0.1178
C -10.4895 -3.8054 -13.7469  -0.1230
C -9.3148 -3.7081 -12.8039  -0.0666
C -8.5103 -6.0588 -12.0689  -0.1236
C -6.9972 -5.8608 -11.9488  -0.2388
C -6.2593 -6.8291 -12.7845  -0.1011
H -7.4940 -3.4955 -7.8923  0.0851
H -6.8952 -5.1530 -7.5029  0.0839
H -7.8357 -4.2210 -6.4178  0.0769
H -9.9118 -4.3189 -7.6314  0.1127
H -9.3794 -5.9008 -7.1758  0.1131
H -10.0766 -6.0519 -9.4327  0.1025
H -8.3358 -6.3082 -9.3215  0.1067
H -8.2458 -3.7087 -10.4208  0.1366
H -9.8793 -3.6719 -10.0809  0.1283
H -10.9077 -6.3480 -11.5905  0.1275
H -11.4644 -4.6379 -11.2464  0.1413
H -10.6412 -5.9519 -13.8808  0.1009
H -12.2445 -5.3012 -13.6732  0.1228
H -10.1490 -3.6810 -14.7749  0.1179
H -11.1890 -2.9828 -13.5983  0.1128
H -8.3832 -3.9538 -13.3136  0.1244
H -9.2750 -2.7513 -12.2833  0.1411
H -8.6738 -6.2038 -13.1368  0.1161
H -8.7062 -7.0052 -11.5648  0.1395
H -6.7445 -5.9783 -10.8951  0.1109
H -6.7435 -4.8577 -12.2917  0.1184
H -5.5464 -6.4468 -13.5151  0.0878
H -6.8097 -7.4401 -13.4999  0.0802
H -5.6950 -7.4707 -12.1077  0.0879
C 12.2271 9.3047 8.2426  -0.0861
C 11.3355 10.4766 7.6507  -0.2092
C 10.3954 9.9227 6.5370  -0.1814
C 11.1972 9.2255 5.4260  -0.1003
N 10.3803 8.8623 4.1341  -0.1819
C 11.1471 7.9660 3.0830  -0.0554
C 12.0858 8.9355 2.3288  -0.1562
C 11.4561 10.2639 2.3919  -0.1739
C 10.1650 10.1308 3.2056  -0.0476
C 9.1002 8.0305 4.4262  -0.1029
C 9.4564 6.7255 5.2327  -0.2169
C 8.1591 6.1226 5.7873  -0.0906
H 12.9453 9.0142 7.4758  0.0601
H 11.5739 8.4898 8.5544  0.0767
H 12.9000 9.6710 9.0179  0.0716
H 12.0551 11.1446 7.1774  0.0991
H 10.7555 11.0180 8.3982  0.1070
H 9.6842 10.6811 6.2095  0.1123
H 9.7329 9.1851 6.9898  0.1054
H 11.5718 8.2720 5.7985  0.1040
H 12.1015 9.7049 5.0513  0.1317
H 10.3287 7.4658 2.5653  0.1334
H 11.6701 7.2616 3.7298  0.1253
H 12.2645 8.6075 1.3048  0.1292
H 13.0313 8.9131 2.8707  0.1170
H 11.2112 10.6254 1.3932  0.1306
H 12.0841 10.9926 2.9044  0.1181
H 9.3121 9.7395 2.6511  0.1312
H 9.9052 11.0432 3.7424  0.1297
H 8.5065 7.8170 3.5374  0.1368
H 8.4705 8.6875 5.0262  0.1242
H 10.1110 6.9429 6.0767  0.0957
H 9.8072 5.9114 4.5986  0.1132
H 7.4188 6.0846 4.9882  0.0877
H 7.8057 6.7773 6.5839  0.0762
H 8.2394 5.1291 6.2285  0.0863
C -4.3222 -5.8221 10.2948  0.0189
C -3.8084 -7.0428 9.5568  -0.3118
O -3.9604 -8.1879 10.0294  0.1240
N -3.0603 -6.8846 8.2311  0.1241
H -3.7831 -6.7323 7.5423  0.1929
H -2.4814 -6.0889 8.4585  0.1731
C -2.0875 -8.0646 7.9919  0.0417
H -5.2169 -6.0288 10.8821  0.1015
H -4.6742 -4.8976 9.8371  0.1023
H -3.5656 -5.4851 11.0034  0.1060
H -2.6937 -8.9595 7.8515  0.1038
H -1.3397 -8.2590 8.7608  0.1110
H -1.5837 -7.7454 7.0795  0.1058
C -0.2231 -3.7587 0.5456  0.0177
C -0.2446 -2.6031 1.4870  -0.3356
O -1.0272 -1.6462 1.4048  0.1579
N 0.8445 -2.6152 2.5656  0.1043
H 0.4364 -2.4392 3.4726  0.1797
H 1.3692 -3.4780 2.5464  0.1684
C 1.9152 -1.5192 2.3837  0.0527
H 0.7335 -3.8939 0.0409  0.1060
H -0.9115 -3.4901 -0.2557  0.1029
H -0.6674 -4.6933 0.8878  0.1087
H 2.4157 -1.7300 1.4387  0.1087
H 2.6395 -1.6205 3.1919  0.1123
H 1.4441 -0.5365 2.3584  0.1116
C 6.5226 -6.4491 2.5708  -0.5703
O 7.0430 -5.1941 2.8763  -0.0753
O 5.2220 -6.4184 2.9504  -0.2448
C 6.8428 -6.8797 1.1406  -0.6333
F 6.7622 -5.8071 0.2997  0.0948
F 8.0581 -7.3051 0.9136  0.1347
F 6.1161 -7.8257 0.6193  0.1606
C 8.4375 -4.9605 3.0068  -0.3105
C 8.7594 -3.5342 3.3194  -0.0972
H 8.0319 -3.1862 4.0527  0.0740
H 9.7385 -3.4224 3.7851  0.0660
H 8.6888 -2.9005 2.4354  0.0696
H 9.0335 -5.2664 2.1470  0.1031
H 9.0456 -5.5331 3.7072  0.1045
H 7.0813 -7.1401 3.2021  0.1277
C -7.4313 -5.1764 4.0335  -0.4439
O -7.0338 -4.0132 4.8449  -0.1460
O -6.2518 -5.8628 3.7674  -0.2834
C -8.5880 -5.9747 4.8464  -0.5258
F -9.7598 -5.2847 4.8791  0.0763
F -8.9819 -7.1519 4.3110  0.0902
F -8.4083 -6.3085 6.1309  0.1028
C -7.7293 -2.7980 4.6969  -0.2888
C -6.8625 -1.7201 5.4196  -0.0891
H -5.8032 -1.9758 5.3946  0.0647
H -6.8944 -0.7131 5.0036  0.0628
H -6.9830 -1.7591 6.5022  0.0566
H -8.7445 -2.7587 5.0918  0.1041
H -7.6755 -2.4162 3.6773  0.1035
H -7.8306 -4.6866 3.1454  0.1221
C 3.0126 6.1437 -2.6857  -0.4363
O 1.7212 6.8132 -2.4966  -0.1083
O 3.9051 7.2176 -2.4514  -0.3126
C 3.1404 4.8983 -1.6499  -0.4871
F 2.6048 5.0581 -0.4297  0.1023
F 2.5320 3.7489 -2.1278  0.0543
F 4.4408 4.5494 -1.3425  0.0598
C 0.6070 6.1674 -3.1417  -0.2917
C -0.5678 7.1581 -3.2180  -0.0961
H -1.0488 7.1704 -2.2399  0.0623
H -0.2431 8.1581 -3.5055  0.0677
H -1.2953 6.8806 -3.9808  0.0608
H 0.1877 5.2623 -2.7022  0.1009
H 0.7660 5.8325 -4.1667  0.1031
H 3.1936 5.7210 -3.6740  0.1209
C -0.6670 0.8774 8.7599  -0.4741
O -0.4973 1.7458 7.6116  -0.1243
O -0.5389 -0.4092 8.2228  -0.3122
C 0.2040 1.3705 10.0205  -0.5070
F 1.3554 2.0838 9.7422  0.0757
F -0.5853 2.1991 10.7386  0.0807
F 0.5882 0.4564 10.9306  0.1038
C -0.9470 3.1066 7.8114  -0.2569
C -0.9710 3.7114 6.3598  -0.0910
H -1.2364 4.7616 6.2384  0.0548
H 0.0191 3.7085 5.9039  0.0621
H -1.6697 3.1198 5.7681  0.0659
H -0.2313 3.7399 8.3355  0.0997
H -1.9748 3.1441 8.1725  0.1087
H -1.7010 0.9321 9.1003  0.1160
C -3.1678 0.2183 -8.8149  -0.5220
O -3.4972 1.0043 -7.6961  -0.1080
O -3.9936 0.4728 -9.9093  -0.2845
C -1.5634 0.1501 -9.0028  -0.6140
F -1.1354 1.2588 -9.5392  0.1524
F -0.6847 -0.1554 -8.0056  0.0869
F -1.3428 -0.8027 -9.8807  0.1182
C -2.8989 0.6972 -6.4037  -0.2798
C -3.6934 1.3764 -5.3875  -0.1121
H -4.6692 0.9121 -5.2453  0.0716
H -3.2252 1.3816 -4.4031  0.0723
H -3.8843 2.4355 -5.5609  0.0803
H -1.9980 1.2906 -6.5598  0.1147
H -2.7152 -0.3497 -6.1621  0.1200
H -3.4033 -0.8292 -8.6266  0.1050

Formula: C10H21NO3S
Source: the OMol25 dataset
Level of theory: the ωB97M-V functional and the def2-TZVPD basis

Charge: 0
Kohn-Sham gap in eV: 9.6
Total energy in a.u.: -1072.236202
Energy relative to the best compared isomer or geometry (same formula, charge and spin) in kcal/mol: 0.0

Each line ends with the natural charge from an NBO analysis.
Positions of all 36 atoms, in Å:
C 3.8123 1.5127 -2.0131  -0.7229
C 4.5738 2.3960 -1.1259  0.2973
N 5.1719 3.0858 -0.4291  -0.3502
H 3.6607 0.5614 -1.5100  0.2890
H 4.3707 1.3647 -2.9363  0.2421
H 2.8564 1.9736 -2.2441  0.2420
C -0.1898 1.3371 -0.5222  -0.8334
S 0.4954 -0.1366 0.2524  1.2374
O 1.9491 -0.1648 -0.0984  -1.0126
C 0.4520 0.4852 1.9509  -0.8078
H 0.6083 2.0546 -0.7025  0.2384
H -0.9955 1.7243 0.0954  0.2342
H -0.5944 1.0414 -1.4896  0.2358
H 1.1942 1.2839 1.9411  0.2325
H 0.7533 -0.3177 2.6102  0.2420
H -0.5414 0.8639 2.1714  0.2354
C -2.0941 -3.1614 4.6372  -0.7217
C -1.6882 -1.7378 4.8971  0.6005
O -1.5570 -0.9548 3.9908  -0.5601
C -1.4980 -1.2895 6.3214  -0.7239
H -1.8452 -3.4299 3.6138  0.2391
H -3.1836 -3.2132 4.7428  0.2407
H -1.6538 -3.8706 5.3349  0.2229
H -1.3551 -2.1151 7.0174  0.2169
H -2.3984 -0.7608 6.6464  0.2431
H -0.6557 -0.6035 6.3627  0.2427
C 0.1705 0.4097 -4.3782  -0.7298
C -1.2773 0.6737 -4.6973  0.5941
O -1.8670 1.5765 -4.1705  -0.5370
C -1.9486 -0.2416 -5.6907  -0.7220
H 0.4170 0.9155 -3.4387  0.2271
H 0.8615 0.7883 -5.1286  0.2405
H 0.3805 -0.6406 -4.1649  0.2294
H -1.4160 -0.2553 -6.6445  0.2301
H -2.9635 0.1061 -5.8937  0.2352
H -2.0049 -1.2610 -5.3076  0.2330

Formula: C7H14N2
Source: the OMol25 dataset
Level of theory: the ωB97M-V functional and the def2-TZVPD basis

Charge: 0
Kohn-Sham gap (alpha / beta) in eV: 7.0 / 7.0
Total energy in a.u.: -384.416769
Energy relative to the best compared isomer or geometry (same formula, charge and spin) in kcal/mol: 135.0

Each line ends with the natural charge from an NBO analysis.
Positions of all 23 atoms, in Å:
C -0.3280 1.2067 0.3171  -0.2387
C -0.9947 -1.0790 -2.2574  -0.6998
C 0.1264 2.4109 1.1371  -0.6167
C -1.6384 0.6650 0.8730  -0.6263
C 0.7299 -1.6275 -0.2599  0.1143
C -0.1095 -1.3175 -1.1407  0.1286
N 1.5187 -2.6765 0.1436  -0.8355
C 1.0264 0.0812 0.4888  0.1284
N 2.1663 0.5824 0.1221  -0.8506
H -0.4275 1.5004 -0.7278  0.1905
H 1.1576 -3.6084 0.0064  0.4031
H 2.3125 -2.5207 0.7472  0.4065
H 2.7465 -0.0733 -0.3967  0.3491
H 0.7637 -0.2306 1.5065  0.1673
H -1.6573 -0.2285 -2.0720  0.2511
H -0.4638 -0.9139 -3.1984  0.2379
H -1.6452 -1.9510 -2.3940  0.2506
H -0.6115 3.2137 1.0646  0.2001
H 0.2341 2.1333 2.1881  0.1932
H 1.0884 2.7861 0.7953  0.2373
H -2.1512 -0.0143 0.1946  0.1990
H -1.4817 0.1897 1.8440  0.2016
H -2.3615 1.4718 1.0187  0.2089